Here is a molecular structure, CH8F3NaO7S at a distorted geometry from the Open Molecules 2025 dataset. Energies are from wB97M-V/def2-TZVPD.

Structure (XYZ):
```
21
Properties=species:S:1:pos:R:3
Na -0.3655 0.7133 -0.3278
C -0.1453 -1.9359 -0.0716
F 0.1998 -2.8758 -0.9198
F -0.2059 -0.8073 -0.7347
F -1.2829 -2.2903 0.5674
S 1.1894 -1.7178 1.3037
O 0.6756 -0.8074 2.3517
O 1.4080 -3.0591 1.8428
O 2.3826 -1.1796 0.6655
O -0.9249 1.5478 -1.8960
H -0.6647 0.8943 -2.5451
H -1.3201 2.2522 -2.4097
O -1.9337 0.0580 0.0035
H -2.3629 -0.7058 -0.3820
H -2.4308 0.2351 0.8020
O 0.0955 2.4734 0.0125
H -0.3594 2.8706 0.7551
H 0.9786 2.8410 0.0475
O 1.3900 0.5406 0.0638
H 1.9602 1.2233 0.4175
H 1.7165 -0.2705 0.4536
```

Values from the calculation:
ΔE to the lowest compared entry with this formula, charge and spin	941.13	kJ/mol
max |F|	0.21787	hartree/bohr
HOMO-LUMO gap	0.317	Eh